Formula: C4H14N2O
Source: the Open Molecules 2025 dataset
Level of theory: ωB97M-V/def2-TZVPD

Element x y z (Å)
C: 0.00419 0.14383 -1.04799
C: 1.36646 0.66708 -0.71503
C: 2.32150 -0.47714 -0.32338
N: 2.65863 -0.66228 1.09231
C: -0.75180 -0.31628 0.24217
N: -2.19992 -0.56381 -0.02272
H: 0.07562 -1.02531 -1.64361
H: -0.46135 0.73371 -1.80490
H: 1.12196 1.35380 0.13793
H: 1.77940 1.15568 -1.54796
H: 3.34354 -0.31013 -0.89627
H: 1.92251 -1.36442 -0.68130
H: 3.42778 -1.34651 1.17889
H: 2.78297 0.16840 1.71924
H: -0.31048 -1.29450 0.45055
H: -0.52777 0.36381 1.06793
H: -2.42650 -0.75502 -1.01986
H: -2.61153 -1.27650 0.55937
H: -3.99266 2.02616 1.73435
H: -3.44775 1.01453 0.69535
O: -4.07482 1.76491 0.82492

Output
- HOMO-LUMO gap (eV) = 9.951
- E_LUMO (eV) = 1.04
- relative energy (zero: lowest compared OMol25 entry of this formula, charge and spin) (kJ/mol) = 224.0
- SMILES string = NCCCCN.O

Here are the Mulliken charges for atoms 1 to 8, given in e: -0.94, -0.49, -0.55, -0.53, -0.11, -0.59, 0.28, 0.40